Record 1
The following is a quantum chemistry calculation of one molecule with the formula C8H9BO4, from OMol25.

Values from the calculation:
- DFT total energy: -17306.01117 eV
- Spin multiplicity: 1
- HOMO level (alpha / beta): -6.977 / -6.093 eV
- HOMO-LUMO gap (alpha / beta): 7.267 / 5.449 eV
- Relative energy (zero: lowest compared OMol25 entry of this formula, charge and spin): 66.0 kcal/mol

Each line ends with the natural charge from an NBO analysis.
Element x y z (Å)
B  -1.895492  1.306539  -0.334932  1.04
C  3.093765  0.757070  0.174494  -0.22
C  2.989089  -0.491720  -0.471088  -0.23
C  1.937058  1.356528  0.615333  -0.18
C  1.805946  -1.127364  -0.574816  -0.23
C  0.605929  0.725445  0.418417  -0.11
C  0.576764  -0.590831  -0.093883  0.29
C  -0.473352  1.575090  0.220464  -0.50
C  -1.337055  -2.005185  0.610335  0.41
O  -0.362158  -1.660704  -0.151806  -0.46
O  -2.776272  2.351754  -0.014105  -0.92
O  -2.455608  0.167055  -0.700485  -0.90
O  -2.113035  -3.121192  0.345122  -0.68
H  4.037590  1.128871  0.428300  0.21
H  3.854247  -1.018916  -0.921734  0.21
H  1.996307  2.276154  1.216596  0.22
H  1.727343  -1.988739  -1.107744  0.21
H  -0.265290  2.588722  0.558121  0.21
H  -1.912039  -1.297759  1.176675  0.15
H  -3.726085  2.363030  0.010326  0.49
H  -3.436497  0.238509  -0.977871  0.50
H  -1.871165  -3.532359  -0.425723  0.48

Force components x, y, z for each atom (eV/Å):
-1.0 2.4 2.6
-2.1 -0.4 0.6
1.3 -0.5 -0.7
0.1 -1.0 0.4
-1.3 2.2 1.0
-0.3 1.0 -1.4
1.7 -2.8 -0.1
-0.3 0.1 0.5
-2.2 -0.3 1.8
1.7 1.5 -1.3
1.2 1.1 -0.1
-2.6 -2.3 -2.2
0.0 2.5 2.6
1.2 0.8 0.1
-0.4 0.7 0.5
-0.3 -0.3 -0.6
-0.1 -2.6 -1.2
-0.3 0.0 -0.2
0.2 0.3 0.2
-0.3 -0.6 -0.3
2.6 -0.1 0.8
1.2 -1.6 -3.1

Record 2
The following is a quantum chemistry calculation of C8H9Br3Cl12O3 as an isolated structure, from OMol25.

Values from the calculation:
- DFT total energy: -374980.59168 eV
- Spin multiplicity: 1
- HOMO level: -10.082 eV
- HOMO-LUMO gap: 10.353 eV

Each line ends with the natural charge from an NBO analysis.
Element x y z (Å)
C  2.726872  -5.370324  11.394911  -0.51
Br  2.226514  -3.848857  12.469101  0.08
Br  4.325711  -6.178007  12.096055  0.08
Br  2.887473  -4.919861  9.550660  0.10
H  1.933649  -6.097037  11.497682  0.23
C  0.642345  -9.228329  11.399181  -0.29
Cl  0.405733  -7.778465  10.411750  -0.01
Cl  2.035223  -9.021947  12.461505  0.00
Cl  0.832460  -10.632041  10.382343  0.04
H  -0.248823  -9.350749  12.000625  0.27
C  5.776307  -9.213772  13.923611  -0.29
Cl  5.797246  -10.619327  14.978179  0.03
Cl  6.990722  -9.341536  12.647087  0.02
Cl  6.000791  -7.721061  14.847623  0.02
H  4.808717  -9.155194  13.443214  0.23
C  -1.677954  -6.435431  7.795019  -0.29
Cl  -2.027790  -4.920124  8.627228  0.02
Cl  -1.715411  -6.217612  6.044495  0.02
Cl  -2.789524  -7.714929  8.293347  0.02
H  -0.685749  -6.754259  8.081201  0.23
C  -2.274375  -7.967642  15.460363  -0.29
Cl  -2.838599  -9.595357  15.781305  0.03
Cl  -0.726257  -7.999468  14.595674  0.01
Cl  -2.143833  -7.033290  16.945606  0.03
H  -2.970380  -7.462718  14.804690  0.23
C  -4.174454  -12.455125  13.050322  -0.10
C  -4.858023  -12.327010  11.697377  -0.10
O  -3.898433  -11.627171  10.909144  -0.48
C  -3.046778  -10.979548  11.737986  0.98
O  -2.225068  -10.197255  11.388532  -0.60
O  -3.252163  -11.340382  13.019761  -0.49
H  -3.577339  -13.361833  13.116298  0.19
H  -4.834876  -12.316786  13.897650  0.21
H  -5.790570  -11.759153  11.731733  0.19
H  -5.085695  -13.279700  11.222672  0.21

Force components x, y, z for each atom (eV/Å):
0.0 0.0 0.4
0.0 0.0 -0.1
0.1 0.0 -0.1
0.0 0.0 -0.2
0.0 0.0 0.0
-0.1 0.1 0.0
-0.1 0.1 0.0
0.0 0.1 0.1
0.1 -0.2 -0.1
0.0 -0.1 0.0
0.1 0.2 -0.1
0.0 0.0 0.0
0.0 0.0 0.1
0.0 -0.1 0.0
0.0 0.0 0.0
-0.1 -0.1 0.0
0.0 0.0 0.0
0.0 0.0 0.0
0.0 0.1 0.0
0.1 0.0 -0.1
0.3 0.2 -0.2
-0.1 -0.1 0.1
0.0 0.0 0.1
0.0 0.0 0.0
-0.1 -0.1 0.1
0.4 0.5 -0.4
-0.5 -0.3 -0.1
0.2 0.2 0.1
-0.2 -0.2 0.1
0.1 0.2 -0.1
-0.2 -0.3 -0.1
-0.1 -0.1 0.2
0.0 -0.2 0.1
0.1 0.2 0.1
0.2 0.0 0.0

Repeat the first record exactly.
The following is a quantum chemistry calculation of one molecule with the formula C8H9BO4, from OMol25.

Values from the calculation:
- DFT total energy: -17306.01117 eV
- Spin multiplicity: 1
- HOMO level (alpha / beta): -6.977 / -6.093 eV
- HOMO-LUMO gap (alpha / beta): 7.267 / 5.449 eV
- Relative energy (zero: lowest compared OMol25 entry of this formula, charge and spin): 66.0 kcal/mol

Each line ends with the natural charge from an NBO analysis.
Element x y z (Å)
B  -1.895492  1.306539  -0.334932  1.04
C  3.093765  0.757070  0.174494  -0.22
C  2.989089  -0.491720  -0.471088  -0.23
C  1.937058  1.356528  0.615333  -0.18
C  1.805946  -1.127364  -0.574816  -0.23
C  0.605929  0.725445  0.418417  -0.11
C  0.576764  -0.590831  -0.093883  0.29
C  -0.473352  1.575090  0.220464  -0.50
C  -1.337055  -2.005185  0.610335  0.41
O  -0.362158  -1.660704  -0.151806  -0.46
O  -2.776272  2.351754  -0.014105  -0.92
O  -2.455608  0.167055  -0.700485  -0.90
O  -2.113035  -3.121192  0.345122  -0.68
H  4.037590  1.128871  0.428300  0.21
H  3.854247  -1.018916  -0.921734  0.21
H  1.996307  2.276154  1.216596  0.22
H  1.727343  -1.988739  -1.107744  0.21
H  -0.265290  2.588722  0.558121  0.21
H  -1.912039  -1.297759  1.176675  0.15
H  -3.726085  2.363030  0.010326  0.49
H  -3.436497  0.238509  -0.977871  0.50
H  -1.871165  -3.532359  -0.425723  0.48

Force components x, y, z for each atom (eV/Å):
-1.0 2.4 2.6
-2.1 -0.4 0.6
1.3 -0.5 -0.7
0.1 -1.0 0.4
-1.3 2.2 1.0
-0.3 1.0 -1.4
1.7 -2.8 -0.1
-0.3 0.1 0.5
-2.2 -0.3 1.8
1.7 1.5 -1.3
1.2 1.1 -0.1
-2.6 -2.3 -2.2
0.0 2.5 2.6
1.2 0.8 0.1
-0.4 0.7 0.5
-0.3 -0.3 -0.6
-0.1 -2.6 -1.2
-0.3 0.0 -0.2
0.2 0.3 0.2
-0.3 -0.6 -0.3
2.6 -0.1 0.8
1.2 -1.6 -3.1